# 1
ORCA calculation (ωB97M-V/def2-TZVPD) on a cluster of 2 separate species, C17H36FN2O3 in total.

Geometry as XYZ:
```
59
Properties=species:S:1:pos:R:3
C 2.258 0.389 -3.881
C 1.573 1.186 -2.715
C 0.146 0.669 -2.284
C -0.841 1.008 -3.487
C 0.094 -0.866 -1.883
C -0.142 -1.862 -3.064
C -1.653 -2.131 -3.421
F -1.928 -1.931 -4.763
C 1.454 -1.239 -1.131
C 1.271 -0.473 0.226
N -0.003 -0.325 0.480
C -0.439 0.411 1.715
N -1.870 0.420 1.931
C -0.825 -0.912 -0.610
O -1.670 -1.999 -0.331
C -0.984 -3.236 -0.112
C -0.366 -3.381 1.348
C -0.560 -4.918 1.719
O -1.093 -2.630 2.325
H 1.758 0.544 -4.872
H 2.309 -0.714 -3.729
H 3.312 0.749 -3.992
H 1.417 2.228 -3.105
H 2.266 1.318 -1.839
H -0.190 1.346 -1.450
H -1.025 2.099 -3.580
H -1.832 0.544 -3.225
H -0.523 0.548 -4.447
H 0.347 -1.519 -4.012
H 0.337 -2.854 -2.847
H -1.877 -3.197 -3.159
H -2.314 -1.520 -2.757
H 1.544 -2.298 -0.753
H 2.410 -1.116 -1.683
H 2.100 -0.121 0.874
H -0.146 1.484 1.540
H 0.137 0.102 2.621
H -2.202 -0.452 2.336
H -2.383 0.671 1.094
H -1.579 -0.094 -0.791
H -0.231 -3.503 -0.888
H -1.773 -4.032 -0.165
H 0.739 -3.197 1.359
H -1.653 -5.053 1.932
H 0.077 -5.239 2.569
H -0.371 -5.520 0.790
H -0.453 -2.461 3.028
C 1.690 4.097 3.657
C 0.372 4.851 3.565
C -0.429 4.722 4.851
O -0.394 4.342 2.472
H 1.515 3.028 3.819
H 2.250 4.190 2.723
H 2.307 4.476 4.473
H 0.566 5.904 3.358
H -0.674 3.674 5.054
H -1.376 5.259 4.768
H 0.125 5.120 5.703
H -0.573 3.412 2.646
```

Net charge   +1
DFT total energy   -1104.11159 hartree
Spin multiplicity   1
Kohn-Sham gap   8.2 eV

Atom charges from the Mulliken analysis, given in e for atoms 1 to 2: -1.16, -0.72

---

# 2
ORCA calculation (ωB97M-V/def2-TZVPD) on a cluster of 2 separate species, C17H36N5O2 in total.

Geometry as XYZ:
```
60
Properties=species:S:1:pos:R:3
C 8.775 -2.060 1.636
O 7.645 -1.943 0.741
C 6.388 -1.989 1.495
C 5.433 -0.761 1.033
C 4.527 -1.332 -0.169
C 3.616 -0.219 -0.879
C 2.089 -0.192 -0.298
C 1.673 1.349 -0.213
C 0.202 1.631 0.358
C -0.270 0.657 1.539
C -1.587 -0.189 1.099
C -2.618 -0.411 2.328
C -4.101 -0.244 1.739
N -5.000 -1.414 1.960
C -5.104 -2.406 1.059
N -6.000 -3.547 1.218
C -5.825 -4.327 0.017
N -4.838 -3.705 -0.832
N -4.419 -2.578 -0.181
H 9.734 -2.298 1.050
H 8.619 -2.911 2.393
H 8.928 -1.062 2.172
H 5.836 -2.963 1.284
H 6.666 -1.943 2.597
H 6.078 0.102 0.641
H 4.832 -0.348 1.907
H 5.273 -1.701 -0.965
H 3.897 -2.194 0.258
H 4.050 0.820 -0.682
H 3.547 -0.389 -2.008
H 1.422 -0.768 -1.026
H 2.146 -0.724 0.708
H 2.481 1.963 0.323
H 1.676 1.741 -1.298
H -0.508 1.646 -0.555
H 0.210 2.717 0.742
H -0.572 1.338 2.420
H 0.550 -0.020 1.946
H -1.280 -1.174 0.608
H -2.072 0.446 0.268
H -2.418 0.456 3.057
H -2.444 -1.392 2.882
H -4.578 0.639 2.298
H -4.141 0.008 0.626
H -5.617 -1.496 2.777
H -6.393 -5.283 -0.222
H -4.488 -4.003 -1.756
H -3.699 -1.920 -0.526
C -1.756 3.247 -2.869
O -1.136 3.125 -1.828
N -3.052 3.654 -2.970
C -3.725 3.775 -4.249
C -3.781 3.977 -1.759
H -1.295 3.027 -3.845
H -4.052 4.809 -4.383
H -4.595 3.114 -4.259
H -3.059 3.502 -5.068
H -3.265 4.784 -1.234
H -3.805 3.097 -1.110
H -4.799 4.285 -1.997
```

Net charge   +1
Energy above the lowest of the compared OMol25 structures with the same formula, charge and spin   0.0 kcal/mol
DFT total energy   -1093.20183 hartree
Spin multiplicity   1
Kohn-Sham gap   7.3 eV

Atom charges from the Mulliken analysis, given in e for atoms 1 to 2: -0.62, -0.33

---

Going through the records in order, we get LUMO level values of -4.317; -3.468 eV.
Going through the records in order, we get HOMO energy values of -12.507; -10.816 eV.
Going through the records in order, we get F_max values of 4.59; 5.11 eV/Å.